[1]
{
  "formula": "C4H11NO2",
  "method": "the ωB97M-V functional and the def2-TZVPD basis",
  "symbols": ["C", "N", "C", "C", "O", "H", "H", "H", "H", "H", "H", "H", "C", "O", "H", "H", "H", "H"],
  "coordinates": [[0.9006, -0.5554, 1.3972], [-0.6584, -0.8257, 1.1501], [-1.2656, -0.6608, -0.0260], [-2.5694, -1.3529, -0.3516], [-0.6208, -0.1726, -0.9210], [1.3922, -0.2207, 0.4944], [0.9911, 0.3883, 2.0564], [1.3523, -1.5362, 1.8904], [-0.9526, -1.3385, 1.9702], [-3.2469, -1.5901, 0.5029], [-2.4131, -2.1781, -1.0037], [-3.0376, -0.5658, -0.8661], [1.2988, 1.7616, -0.8979], [2.4117, 1.3443, -1.7026], [0.9437, 0.8739, -0.4437], [1.7609, 2.4488, -0.1301], [0.5260, 2.1819, -1.4772], [3.1871, 1.9979, -1.6417]],
  "atomic_forces_ev_per_a": [[-1.805, -0.178, 1.409], [3.592, 0.052, 2.870], [0.892, -2.221, -0.159], [-0.601, 0.975, 2.215], [-0.417, 0.735, -1.458], [0.042, -1.067, -0.062], [-0.200, -1.807, -0.526], [-0.926, 2.313, -1.106], [-0.978, 0.036, -0.676], [0.788, -0.112, -0.476], [0.262, -0.642, -0.379], [-1.138, 0.698, -1.146], [3.136, 0.830, 1.181], [1.967, 1.145, -0.464], [-0.450, 0.210, 0.045], [-1.199, -0.327, -0.506], [-0.843, 0.803, -0.655], [-2.124, -1.442, -0.107]],
  "mulliken_charge": [-0.749, -0.301, 0.716, -1.052, -0.655, 0.419, 0.251, 0.277, 0.243, 0.325, 0.276, 0.330, 0.251, -0.564, -0.582, 0.266, 0.227, 0.320],
  "relative_energy_kcal_mol": 59.6,
  "total_charge": 0,
  "orbital_gap_ev": 10.282,
  "e_homo_ha": -0.347
}

[2]
{
  "formula": "C41H43N11Sn",
  "method": "the ωB97M-V functional and the def2-TZVPD basis",
  "symbols": ["Sn", "C", "C", "C", "C", "C", "N", "C", "C", "C", "C", "C", "C", "C", "N", "C", "C", "C", "N", "C", "C", "N", "C", "C", "C", "N", "H", "H", "H", "H", "H", "H", "H", "H", "H", "H", "H", "H", "H", "H", "H", "H", "H", "H", "C", "C", "C", "C", "C", "C", "N", "C", "C", "C", "C", "C", "C", "N", "N", "C", "C", "C", "C", "C", "N", "H", "H", "H", "H", "H", "H", "H", "H", "H", "H", "H", "H", "H", "C", "C", "C", "C", "N", "N", "H", "H", "H", "H", "H", "H", "H", "H", "H", "H", "H", "H"],
  "coordinates": [[-0.3607, 1.3282, 0.6131], [-5.6975, -3.5892, 2.3336], [-4.3728, -2.7482, 2.2540], [-3.2371, -2.9908, 2.9723], [-2.1207, -2.2046, 2.8548], [-1.9973, -1.1695, 1.9787], [-0.8149, -0.4206, 1.8619], [0.3115, -0.9038, 2.4728], [0.8642, -2.1999, 2.1485], [2.1069, -2.6157, 2.5559], [2.8717, -1.7596, 3.3971], [4.2206, -2.1625, 3.8508], [2.4164, -0.4602, 3.6277], [1.0891, -0.1009, 3.2897], [0.6416, 1.1847, 3.6633], [0.5156, 1.6759, 4.9075], [-0.0054, 2.9570, 4.8309], [-0.1963, 3.1682, 3.4731], [0.2752, 2.1523, 2.7402], [-3.2042, -0.7896, 1.3317], [-4.3428, -1.5338, 1.5520], [-3.3292, 0.4099, 0.6147], [-3.5029, 0.6564, -0.7005], [-3.6765, 1.9651, -0.8685], [-3.6221, 2.4927, 0.4408], [-3.3937, 1.5556, 1.3603], [-5.8089, -4.1972, 1.3935], [-5.7543, -4.2610, 3.2477], [-6.5825, -2.9710, 2.4544], [-3.2008, -3.7828, 3.7215], [-1.2209, -2.4304, 3.3996], [0.1782, -2.8567, 1.6035], [2.4919, -3.5725, 2.3794], [4.8471, -2.4700, 3.0233], [4.6078, -1.2393, 4.3611], [4.0780, -2.8141, 4.7229], [3.0536, 0.1988, 4.2266], [0.8223, 1.0176, 5.6787], [-0.1625, 3.6120, 5.6512], [-0.6482, 3.9970, 2.9101], [-5.2160, -1.2168, 0.9448], [-3.2682, -0.1906, -1.4322], [-3.8601, 2.4445, -1.8579], [-3.7238, 3.4583, 0.8182], [4.8571, -0.7522, -1.7559], [3.6816, -1.3324, -1.1792], [2.7513, -0.6091, -0.4483], [2.8551, 0.8209, -0.3788], [3.9096, 1.3802, -1.0889], [4.9448, 0.6190, -1.6353], [1.8976, 1.5795, 0.2696], [1.9728, 3.0234, 0.0657], [2.3989, 3.8624, 1.1346], [2.6592, 5.1951, 0.8994], [2.3971, 5.7244, -0.3359], [1.8402, 5.0060, -1.3787], [1.6404, 3.6344, -1.1908], [1.0024, 2.8089, -2.1345], [1.1094, 3.1255, -3.3287], [0.5285, 2.2367, -4.1905], [1.1478, 0.9617, -4.2877], [0.5520, 0.1092, -5.1914], [-0.6854, 0.4849, -5.7415], [-1.2007, 1.7621, -5.5202], [-0.5272, 2.7288, -4.7959], [5.6145, -1.3068, -2.1922], [3.5242, -2.4113, -1.2507], [1.9258, -1.1282, 0.0453], [4.0713, 2.5188, -1.0911], [5.8518, 1.0758, -1.9965], [2.5743, 3.4231, 2.1109], [2.9790, 5.8157, 1.7350], [2.5517, 6.8187, -0.4707], [1.4294, 5.4715, -2.3468], [2.0578, 0.7719, -3.7619], [1.0371, -0.7854, -5.5283], [-1.2263, -0.1839, -6.4575], [-2.1622, 2.0844, -5.9534], [-2.4380, -1.9978, -2.9716], [-1.3384, -2.5274, -1.9985], [-1.8640, -3.7036, -1.1707], [-0.0717, -2.8467, -2.8583], [-1.1132, -1.4596, -1.0212], [-0.4536, -0.2964, -1.5216], [-2.5085, -2.6780, -3.8150], [-2.2102, -0.9689, -3.2635], [-3.3646, -1.8505, -2.4492], [-2.2578, -4.5034, -1.7301], [-2.6531, -3.3896, -0.5299], [-1.0733, -4.1237, -0.5380], [-0.2653, -3.7851, -3.3555], [0.8317, -2.9951, -2.2593], [-0.0419, -2.0721, -3.5587], [-0.5245, -1.8061, -0.2837], [-1.0396, 0.3254, -2.0204], [0.3536, -0.4779, -2.0869]],
  "atomic_forces_ev_per_a": [[-0.021, 0.719, -0.819], [1.068, -0.535, 0.282], [-1.998, 0.462, 0.155], [-0.057, -1.103, 1.032], [1.178, -0.687, 0.390], [-0.230, 2.134, -1.012], [-1.048, -0.126, -0.188], [1.636, -1.429, -0.104], [-0.883, 0.436, 0.048], [-0.634, 2.023, 1.628], [-0.740, 0.854, -1.659], [-0.169, 1.705, 1.815], [-0.589, -1.216, 0.732], [1.454, 0.062, -0.418], [-0.341, 1.875, -0.607], [-0.034, -0.018, -0.797], [0.319, -0.836, 0.132], [0.248, 0.270, -1.478], [-0.622, -1.124, 1.542], [0.449, -1.047, 0.814], [-0.948, -0.509, -1.809], [0.370, 0.880, 0.817], [1.257, -3.798, -1.051], [-0.728, 2.359, -1.259], [0.162, -1.141, 0.386], [-0.480, -0.103, -1.487], [0.020, 0.438, 1.000], [0.531, 0.564, -1.206], [0.050, 0.372, -0.321], [-0.089, -0.059, -0.309], [-0.114, -0.325, 0.487], [0.472, 0.094, -0.071], [0.314, -1.337, -0.550], [0.289, -0.434, 0.303], [0.376, -0.816, -0.745], [0.556, -0.674, -0.636], [-0.386, 0.028, -0.329], [0.035, -0.095, 0.909], [-0.305, 0.361, 0.329], [0.394, -0.303, 0.582], [0.358, -0.175, 0.702], [-0.868, 1.535, 1.307], [0.290, -0.223, 1.252], [-0.167, 1.566, 0.097], [-2.897, 0.765, 1.700], [0.737, -0.283, -0.015], [0.255, 0.604, -0.375], [-1.136, -0.526, -0.419], [1.609, 2.288, 0.189], [-0.173, -0.310, -0.278], [-0.503, 0.968, 0.006], [0.279, -0.415, 0.291], [-0.030, -1.209, -1.029], [-0.269, -0.375, 0.857], [-0.120, 2.421, -1.070], [-0.850, -0.148, -1.138], [0.155, 0.210, 1.344], [0.165, -0.838, -0.566], [1.415, 1.865, 1.901], [0.020, -1.011, 0.202], [-1.339, 0.789, -1.071], [-0.380, 0.525, -0.103], [-0.662, -0.025, -0.942], [0.572, 0.760, 0.283], [-1.259, -2.355, -1.133], [1.189, -1.120, -0.782], [0.132, 0.192, 0.017], [0.219, 0.241, -0.141], [-0.400, -1.898, 0.081], [-0.018, 0.465, -0.157], [0.029, -0.088, -0.197], [0.092, 0.010, -0.334], [-0.111, -0.905, 0.022], [1.009, -0.656, 1.659], [0.431, -0.124, 0.237], [0.029, -0.526, 0.177], [0.573, 0.613, 0.848], [0.632, -0.247, 0.168], [0.983, -0.027, 0.756], [-0.427, 0.174, -0.586], [1.295, 0.547, 0.266], [-1.351, -1.236, 1.887], [0.136, 0.606, -0.694], [0.578, -0.631, 1.323], [-0.326, 0.205, -0.207], [0.425, -0.270, -0.601], [-0.711, -0.683, 0.215], [-0.319, -0.967, -1.129], [-0.660, 0.541, 0.670], [0.028, 0.092, -0.028], [0.006, -0.285, -0.431], [-0.028, 0.395, -0.074], [0.808, 1.090, -1.225], [0.156, -0.063, 0.430], [-0.986, 0.486, -0.430], [0.624, -0.252, -0.260]],
  "mulliken_charge": [0.635, -1.376, 0.275, -1.088, -1.042, 1.214, 0.674, -0.326, -0.080, -1.211, 0.970, -1.578, -0.749, -0.220, 0.558, -0.251, -1.163, -0.643, 0.274, -0.683, 0.235, 0.870, -0.544, -0.252, -0.797, -0.688, 0.256, 0.333, 0.365, 0.371, 0.485, 0.554, 0.573, 0.372, 0.355, 0.356, 0.314, 0.509, 0.474, 0.504, 0.313, 0.379, 0.415, 0.549, -1.087, -0.962, 0.213, 0.024, -0.298, -0.662, 0.274, 0.197, -0.545, -0.828, -0.518, -0.356, 0.085, 1.138, -1.052, 0.520, -0.297, -0.351, -0.309, -0.409, -0.677, 0.555, 0.388, 0.669, 0.098, 0.399, 0.426, 0.415, 0.300, 0.339, 0.492, 0.468, 0.339, 0.416, -2.031, 1.997, -1.709, -1.840, 0.705, -0.092, 0.491, 0.425, 0.506, 0.498, 0.339, 0.312, 0.539, 0.175, 0.497, -0.588, 0.192, -0.309],
  "relative_energy_kcal_mol": 37.4,
  "total_charge": 0,
  "orbital_gap_ev": 6.832,
  "e_homo_ha": -0.249
}